{
  "formula": "C27H52FNO9",
  "method": "ωB97M-V/def2-TZVPD",
  "symbols": ["C", "C", "C", "C", "C", "C", "C", "C", "C", "N", "O", "H", "H", "H", "H", "H", "H", "H", "H", "H", "H", "H", "H", "H", "H", "H", "H", "H", "H", "H", "O", "C", "O", "C", "C", "F", "O", "H", "H", "H", "C", "C", "C", "O", "H", "H", "H", "H", "H", "H", "C", "C", "C", "O", "H", "H", "H", "H", "H", "H", "C", "C", "C", "O", "H", "H", "H", "H", "H", "H", "C", "C", "C", "O", "H", "H", "H", "H", "H", "H", "C", "C", "C", "O", "H", "H", "H", "H", "H", "H"],
  "xyz": [[1.087, -2.730, 2.633], [-0.473, -2.776, 2.731], [-1.169, -3.645, 1.699], [-0.900, -3.324, 4.113], [-0.717, -2.328, 5.263], [-1.584, -1.112, 4.990], [-1.189, -0.385, 3.718], [-2.445, 0.511, 3.504], [0.033, 0.460, 3.884], [-1.048, -1.344, 2.628], [-0.845, -0.649, 1.393], [1.335, -1.798, 2.125], [1.739, -2.804, 3.503], [1.480, -3.508, 1.979], [-0.593, -3.397, 0.808], [-1.236, -4.724, 1.843], [-2.159, -3.247, 1.474], [-1.959, -3.571, 4.035], [-0.368, -4.249, 4.336], [-0.810, -2.780, 6.251], [0.309, -1.969, 5.183], [-1.382, -0.403, 5.793], [-2.634, -1.400, 5.029], [-3.314, -0.122, 3.325], [-2.392, 1.299, 2.752], [-2.716, 1.053, 4.410], [0.950, 0.069, 4.323], [-0.143, 1.348, 4.491], [0.329, 0.904, 2.933], [-1.711, -0.695, 0.983], [-0.245, 2.511, 1.090], [0.103, 2.329, -0.065], [0.682, 1.259, -0.527], [0.875, 1.507, -1.911], [-0.396, 2.356, -2.164], [-1.523, 1.551, -2.037], [-0.363, 3.126, -1.017], [1.814, 2.037, -2.066], [0.907, 0.588, -2.496], [-0.484, 2.902, -3.103], [-6.120, 0.711, 1.595], [-4.994, 0.102, 0.695], [-4.155, 1.177, -0.123], [-4.718, -1.102, 0.619], [-6.715, -0.002, 2.165], [-6.881, 1.093, 0.915], [-5.561, 1.473, 2.139], [-3.596, 1.847, 0.530], [-4.766, 1.843, -0.732], [-3.459, 0.647, -0.773], [3.953, -2.353, 0.059], [2.833, -2.634, -0.953], [2.429, -1.711, -2.094], [2.298, -3.708, -0.750], [4.051, -3.249, 0.672], [3.603, -1.448, 0.555], [4.873, -1.948, -0.363], [1.495, -1.296, -1.716], [2.387, -2.195, -3.070], [3.111, -0.862, -2.120], [3.490, 4.661, 2.080], [3.739, 5.266, 0.725], [4.155, 4.358, -0.454], [3.871, 6.471, 0.632], [3.112, 3.649, 1.930], [2.724, 5.218, 2.619], [4.433, 4.677, 2.627], [3.409, 3.684, -0.875], [5.104, 3.873, -0.225], [4.210, 5.145, -1.206], [3.058, -0.238, -5.172], [2.763, 1.234, -5.563], [2.934, 1.686, -7.042], [2.365, 2.042, -4.696], [2.111, -0.674, -4.854], [3.739, -0.365, -4.330], [3.396, -0.748, -6.074], [3.858, 1.543, -7.602], [2.658, 2.730, -7.189], [2.079, 1.204, -7.518], [-2.412, -0.968, -4.501], [-3.007, -1.559, -3.185], [-2.058, -1.858, -2.075], [-4.162, -1.908, -3.092], [-1.739, -1.696, -4.954], [-1.962, 0.017, -4.624], [-3.253, -0.669, -5.126], [-1.143, -1.268, -2.115], [-1.764, -2.907, -2.085], [-2.619, -1.834, -1.140]],
  "atomic_forces_ev_per_a": [[-0.041, -0.048, -1.313], [0.085, 1.369, 2.137], [0.596, 1.294, -1.590], [-0.323, 0.473, 0.483], [0.673, 0.005, -1.211], [0.849, -0.628, 1.350], [-1.010, -0.291, -0.079], [-0.179, 0.288, -0.271], [1.145, 1.775, 0.022], [-1.075, -1.355, -0.109], [0.613, -0.853, 0.534], [0.133, 0.103, -0.005], [-0.718, 0.171, 0.584], [-0.236, -0.244, -0.191], [-0.103, -0.704, -0.615], [0.421, 0.168, 0.347], [-0.178, -0.106, 0.418], [-0.180, -0.125, 0.080], [0.129, -0.088, -0.294], [-0.371, 0.046, -0.053], [0.333, -0.073, 0.305], [-0.370, 0.177, 0.156], [-0.086, 0.127, -0.257], [0.064, -0.150, -0.364], [0.371, -0.254, -0.370], [0.393, -0.049, 0.341], [-0.209, -0.861, -0.017], [-0.452, 0.056, 0.259], [-0.109, -0.241, -0.237], [-0.243, -0.033, -0.167], [1.592, -0.161, -1.588], [-2.982, 0.365, 5.100], [1.515, -0.909, -0.406], [-0.691, -0.298, -1.343], [0.859, -0.847, -0.386], [0.323, 0.003, -0.514], [-0.330, 1.559, -1.492], [-0.211, 0.242, -0.209], [-0.173, 0.027, 0.302], [0.167, 0.220, 0.367], [0.838, -0.999, -1.490], [0.455, -0.976, -0.333], [-0.565, -1.061, 0.536], [-0.566, 2.608, 0.248], [0.808, -0.170, 0.441], [0.293, 0.779, -0.111], [-0.750, 0.193, 0.352], [0.066, -0.191, 0.294], [-0.334, -0.225, 0.011], [-0.071, 0.016, 0.101], [-0.698, 1.508, -1.095], [1.154, -2.114, 0.637], [0.577, 0.430, 1.378], [-0.736, 0.570, -0.931], [0.150, 0.501, 0.067], [-0.177, -0.163, 0.924], [0.246, -0.598, -0.344], [-0.414, -0.161, -0.553], [-0.305, -0.124, 0.350], [0.147, -0.012, -0.204], [-0.876, -0.448, -0.534], [1.137, 0.311, 0.579], [-0.922, 1.684, -0.189], [-0.462, -0.622, -0.410], [0.233, -0.192, 0.386], [0.227, 0.143, 0.031], [-0.068, -0.140, 0.059], [-0.052, -0.385, 0.687], [-0.106, -0.023, -0.177], [0.845, -0.350, -0.434], [-0.572, 0.880, -0.978], [0.351, 1.887, 1.832], [-1.250, 0.281, 0.702], [0.748, -2.018, -2.126], [-0.108, -0.037, -0.099], [0.146, 0.388, -0.261], [0.162, -0.277, 0.276], [0.000, -0.673, 0.464], [0.227, 0.185, 0.661], [0.236, -0.575, -0.521], [-1.336, 0.504, -0.267], [0.450, 0.043, -0.543], [0.196, -0.366, 0.475], [0.320, 0.543, -0.512], [-0.235, -0.079, -0.154], [0.901, 0.042, 1.520], [-0.400, -1.228, -0.433], [-0.175, 0.152, 0.308], [0.111, -0.188, -0.514], [0.161, 0.597, 0.188]],
  "homo_ev": -7.7,
  "e_lumo_ha": 0.0032,
  "largest_force_ev_per_a": 5.92,
  "multiplicity": 1,
  "de_lowest_kj_mol": 198.2,
  "smiles": "CC1(C)CCCC(C)(C)N1O.O=C1OC[C@@H](F)O1.CC(C)=O.CC(C)=O.CC(C)=O.CC(C)=O.CC(C)=O",
  "charge": 0
}

=====

{
  "formula": "C27H52IrP2Si",
  "method": "ωB97M-V/def2-TZVPD",
  "symbols": ["Ir", "C", "C", "C", "C", "C", "C", "H", "H", "H", "C", "H", "H", "H", "C", "H", "H", "H", "C", "H", "H", "H", "C", "H", "H", "H", "C", "C", "C", "C", "C", "C", "C", "C", "H", "H", "H", "H", "H", "H", "H", "H", "H", "H", "H", "H", "P", "P", "C", "C", "H", "H", "H", "H", "C", "H", "H", "H", "C", "H", "H", "H", "C", "H", "H", "H", "C", "H", "H", "H", "C", "Si", "C", "C", "H", "H", "H", "H", "H", "H", "H", "H", "H"],
  "xyz": [[0.937, -1.126, -0.558], [0.851, 0.970, -0.838], [-0.333, 1.211, -1.744], [-1.113, 1.234, 0.416], [0.278, 1.077, 0.536], [-1.470, 1.316, -0.960], [2.183, 1.627, -1.080], [2.467, 1.632, -2.136], [2.994, 1.143, -0.508], [2.101, 2.670, -0.732], [1.059, 1.627, 1.676], [2.094, 1.289, 1.688], [0.606, 1.380, 2.641], [1.061, 2.723, 1.600], [-2.030, 1.529, 1.551], [-2.245, 2.604, 1.627], [-1.610, 1.220, 2.512], [-2.991, 1.011, 1.415], [-2.844, 1.705, -1.425], [-3.046, 2.763, -1.204], [-3.615, 1.121, -0.904], [-2.962, 1.555, -2.493], [-0.230, 1.650, -3.160], [-0.422, 2.735, -3.237], [-0.969, 1.153, -3.812], [0.765, 1.469, -3.583], [3.118, -4.477, -2.368], [3.400, -3.297, -3.072], [3.245, -3.224, -4.570], [1.827, -3.605, -5.061], [0.808, -3.357, -3.982], [0.391, -4.357, -3.131], [1.034, -5.787, -3.184], [2.566, -5.720, -3.009], [4.021, -3.901, -4.989], [1.808, -4.671, -5.376], [3.476, -2.219, -4.958], [3.048, -5.928, -3.981], [3.686, -4.720, -1.448], [4.250, -2.658, -2.774], [2.870, -6.556, -2.350], [0.624, -6.388, -2.337], [-0.691, -4.390, -2.915], [0.732, -6.295, -4.119], [1.563, -3.001, -5.952], [0.202, -2.451, -4.129], [2.450, -2.626, -1.191], [-1.138, -2.278, -0.550], [1.132, -3.918, -0.640], [-0.339, -3.869, -0.220], [1.688, -4.673, -0.070], [0.939, -4.338, -1.665], [-0.896, -4.600, -0.816], [-0.482, -4.175, 0.822], [-2.501, -2.118, 0.634], [-2.870, -1.086, 0.661], [-2.170, -2.412, 1.642], [-3.329, -2.786, 0.336], [-1.777, -1.998, -2.221], [-2.089, -2.927, -2.708], [-1.008, -1.513, -2.835], [-2.635, -1.310, -2.189], [4.015, -2.404, -0.314], [4.262, -1.332, -0.281], [4.863, -2.928, -0.785], [3.944, -2.776, 0.718], [2.206, -1.249, -2.516], [1.541, -0.398, -2.330], [1.762, -1.664, -3.431], [3.177, -0.792, -2.738], [2.795, -0.974, 2.719], [1.175, -1.631, 1.919], [1.233, -3.488, 2.482], [-0.198, -1.040, 3.140], [3.644, -0.939, 2.022], [2.663, 0.025, 3.156], [3.073, -1.644, 3.547], [1.627, -3.519, 3.510], [0.229, -3.933, 2.518], [1.878, -4.111, 1.855], [-0.371, -1.829, 3.885], [-1.160, -0.830, 2.658], [0.097, -0.148, 3.714]],
  "atomic_forces_ev_per_a": [[-0.837, 1.019, 3.873], [-1.742, 1.462, 1.325], [0.916, 0.497, 0.946], [-1.133, 0.270, -0.694], [1.770, -0.659, -2.058], [-0.306, 0.267, 0.671], [0.266, 0.227, 0.060], [0.001, 0.036, 0.151], [-0.296, 0.187, -0.210], [0.257, -0.181, -0.221], [0.019, -0.027, 0.437], [-0.120, 0.099, -0.107], [0.174, 0.131, -0.245], [0.017, -0.084, -0.066], [-0.256, -0.223, 0.137], [-0.010, -0.139, -0.128], [-0.095, 0.073, -0.208], [0.148, 0.247, 0.111], [-0.003, -0.196, 0.305], [0.049, -0.223, -0.072], [0.077, 0.120, -0.157], [-0.069, -0.004, -0.149], [-0.068, -0.256, -0.605], [0.064, -0.347, 0.065], [0.221, 0.172, 0.209], [-0.202, 0.003, 0.072], [1.098, -2.297, 1.722], [2.163, 1.323, -0.447], [0.001, 0.136, -0.286], [0.531, -0.089, -0.092], [-1.804, -2.108, -0.179], [-0.772, -0.476, -4.266], [-0.692, 0.818, 0.723], [0.139, -0.911, 0.242], [-0.420, 0.309, -0.016], [-0.115, 0.663, 0.235], [0.102, -0.239, 0.353], [-0.019, 0.275, 0.286], [0.120, 0.235, -0.762], [0.102, -0.823, -0.135], [-0.182, 0.258, -0.468], [0.071, 0.457, -0.664], [0.771, 0.458, 0.750], [0.164, 0.268, 0.369], [0.131, -0.355, 0.478], [0.068, -0.604, 0.307], [-0.834, -0.429, -1.641], [1.603, 1.781, 0.557], [0.017, -1.577, -1.225], [-0.844, -0.179, 0.216], [-0.047, 0.274, -0.087], [1.105, 0.371, 1.481], [0.252, -0.365, 0.076], [-0.079, 0.460, -0.279], [-0.521, -0.390, -0.047], [0.127, -0.260, -0.050], [-0.029, 0.137, -0.419], [0.215, 0.257, 0.142], [-0.698, -0.389, -0.544], [-0.182, 0.197, -0.046], [-0.233, -0.243, 0.349], [0.177, -0.229, 0.166], [0.783, -0.418, 0.239], [-0.285, -0.296, -0.028], [-0.425, 0.080, 0.026], [-0.215, 0.160, -0.275], [-0.864, 0.644, -0.811], [-0.190, 0.643, -0.254], [0.606, 0.187, 0.742], [-0.060, -0.226, 0.460], [-0.001, 0.049, -0.131], [0.141, -0.135, 0.590], [-0.006, 0.231, -0.291], [-0.038, 0.081, -0.123], [-0.171, 0.093, 0.233], [0.093, -0.302, -0.147], [-0.077, 0.110, -0.224], [-0.089, 0.137, -0.304], [0.342, 0.067, 0.065], [-0.084, -0.035, 0.267], [0.061, 0.077, -0.202], [0.244, -0.018, 0.158], [-0.091, -0.313, -0.228]],
  "homo_ev": [-7.8, -10.5],
  "e_lumo_ha": [-0.0709, -0.1538],
  "largest_force_ev_per_a": 4.36,
  "s_squared": 6.039,
  "multiplicity": 5,
  "de_lowest_kj_mol": 389.6,
  "charge": 1
}